Entry from the OMol25 dataset: 20 unconnected molecules or ions with the total composition C80H220N20O20 at a distorted geometry (the ωB97M-V functional and the def2-TZVPD basis).

Results
ΔE to the lowest compared entry with this formula, charge and spin   7.1688 eV
Spin multiplicity   1
Orbital gap   0.314 Eh

Geometry as XYZ:
```
340
Properties=species:S:1:pos:R:3:forces:R:3
C 4.08966 -0.95002 9.65274 0.383 -0.200 0.702
H 3.09012 -0.53392 9.77880 -0.276 -0.517 -0.246
H 5.12549 6.73414 -1.32100 0.009 -0.026 -0.187
H 9.13336 -1.26630 -1.09720 0.393 0.342 -0.120
H 2.56093 2.69435 -1.90548 -0.369 0.325 -0.293
N 2.21258 1.39012 8.07262 -0.268 -0.767 1.173
H 10.41285 -5.10524 -1.32102 0.016 0.091 -0.564
H 8.49372 4.29813 -2.06088 0.009 0.303 -0.022
H 8.16681 3.71612 -0.40041 -0.175 0.605 0.128
C 8.09458 5.61372 3.37460 0.049 -1.460 -0.989
C -4.66434 -1.29442 -1.53903 -0.474 -1.440 0.388
H -0.55506 -5.97220 3.69725 -0.525 0.519 0.540
H -2.47557 -4.39577 -4.43021 -0.761 0.917 -0.350
C -0.64711 3.84521 9.85515 0.124 -0.343 -2.420
H 2.40966 2.72082 2.86887 -0.107 -0.421 0.194
C 0.62476 -1.93136 -3.73251 -0.756 1.776 -0.760
H 3.21288 -1.98358 3.60076 0.086 -0.054 0.155
H 9.29798 -6.42238 -3.76780 0.027 0.002 -0.515
H 1.78471 -0.53553 -4.63233 -0.155 0.133 -0.372
H 10.69436 2.80865 -2.72234 0.070 -0.027 -0.443
C 5.66028 4.05052 -5.51948 -0.187 -1.194 0.075
H -3.71199 3.70629 2.61481 0.511 0.383 -0.455
H -1.31216 0.09668 6.03513 -0.396 0.250 0.517
H 4.69043 -0.10074 9.97818 0.520 0.287 -0.782
C 7.84610 1.98466 3.80007 1.218 0.144 -1.375
C 10.24588 3.60187 -0.94337 -0.868 -2.393 -2.106
O 3.26758 -1.41171 -1.26969 -0.491 -0.301 -0.315
H 5.72171 7.24306 0.30079 -0.566 1.019 -0.163
H 2.49945 -4.77378 7.09373 0.194 -0.112 -0.227
H 10.08511 1.71283 1.22368 -0.052 0.108 -0.035
C 7.27639 -2.80891 1.04674 0.033 -0.135 -0.455
H -3.41579 6.62569 2.11979 -0.219 0.463 0.728
H 4.01081 -5.61513 -0.04295 0.012 -0.433 0.386
O -2.54425 5.29815 3.59353 -0.504 0.316 -1.073
C -1.22166 -2.81243 0.81240 1.071 0.423 1.060
H 5.56200 2.96792 -5.59967 -0.251 -0.126 -0.209
C 1.96415 2.62149 7.45583 0.386 2.068 -1.014
H 4.15792 -0.46382 2.08100 -0.124 -0.863 0.625
H 3.86532 -8.68351 2.02156 -0.377 -0.189 0.379
H 0.04581 -9.57878 7.07595 -0.494 0.316 0.503
C -0.55211 -3.15114 2.20467 0.082 -0.177 0.177
H -1.73600 1.83510 -4.79108 -0.078 -0.605 -0.454
H 5.95370 4.42290 -6.50098 -0.141 0.151 0.000
H -1.32421 -4.25348 5.12044 0.174 0.560 0.154
N -1.06212 2.51458 -5.11404 0.907 -0.430 0.468
N 9.52258 -5.43867 -3.81211 0.153 0.960 -0.321
H -1.95001 -1.11013 -0.39585 0.292 -0.332 -0.024
C 5.05555 6.41424 4.07522 0.523 0.759 1.071
H -2.25240 -5.22652 6.13241 -0.082 -0.470 0.128
H -1.02565 2.29468 -2.36633 0.014 -0.509 0.341
H 10.83895 4.43923 -2.64576 0.091 0.102 -0.409
H 8.54551 -3.02238 -4.01867 0.610 -0.073 -0.506
H 3.33507 -5.35438 -2.21147 0.001 -0.114 0.010
H -3.92719 -2.06015 4.76871 -0.192 0.269 0.912
H -0.71053 4.89518 9.56941 -0.036 0.192 0.311
H 3.47865 -5.60122 4.34593 -0.023 0.397 -0.300
H -5.10323 -2.70450 3.00846 -0.065 -0.841 -0.691
H 4.33457 -1.61782 10.47866 -0.554 -0.726 -0.196
C -5.35727 -3.78135 -1.81258 -1.861 0.602 -0.052
H 3.58492 -1.93729 0.62816 0.795 -0.817 0.421
N 4.58356 6.09046 -5.02676 0.026 1.473 0.792
H 3.14523 2.00417 5.73215 0.020 -0.361 0.459
H 0.03404 -2.70531 10.70225 -0.688 0.158 -0.335
C -2.45972 6.18137 2.39651 0.283 -1.099 0.293
N 3.66649 -4.74259 0.33152 -1.064 -1.142 0.504
H -4.36188 0.69721 3.48947 0.097 -0.320 -0.759
C 2.93357 -4.38525 -1.91534 0.299 0.489 -0.982
H 7.77772 8.52738 0.65234 -0.158 -0.283 0.141
O -0.32678 4.11541 -1.82722 -0.528 1.748 1.042
C -0.25360 -5.87554 5.75584 1.544 -1.867 -0.303
H -2.79709 1.41789 -0.93661 0.433 -0.663 -0.689
C 7.13393 2.21849 -2.34562 -0.549 -0.723 0.350
H 2.98306 -3.74164 -2.79365 0.285 0.112 -0.097
C 7.02689 -3.72429 2.28411 0.781 0.645 0.064
H 8.04332 1.06931 4.35806 -0.290 -0.682 -0.256
H 9.87781 -3.02230 -2.76895 0.214 0.341 -0.306
C 7.84480 0.64938 1.47986 -1.848 0.872 1.355
C 2.53070 -1.21418 3.96236 -1.147 -0.084 1.954
H 10.38739 2.66644 -0.40202 0.382 -0.211 -0.070
H -1.04385 -7.43632 7.01369 0.146 -0.746 -0.406
H 4.84923 5.09642 1.08579 -0.547 -0.005 -0.028
H -0.61384 -0.81598 0.77895 -0.120 0.637 -0.130
H 5.41819 -4.61320 6.08112 -0.486 0.105 0.062
H 3.21763 -5.65358 8.48444 -0.308 -0.072 -0.068
H 8.39611 2.69843 4.41335 0.319 0.636 -0.411
H 5.86835 3.74965 0.69860 0.036 -0.118 -0.209
H 4.04583 3.11375 2.43190 0.079 0.180 0.163
H 7.27983 -3.32217 0.08515 -0.358 -0.576 0.183
C 8.72625 -4.75354 -2.79815 1.078 -1.616 1.259
H 4.80287 -3.68777 -0.94213 0.081 0.271 -1.042
C -5.96777 -1.33845 4.80429 0.080 -0.642 1.323
H 7.46882 9.50173 -2.16744 0.518 -0.393 -0.333
H 5.32982 -1.73203 -1.65646 -0.157 -0.378 0.173
C 0.90651 -9.02632 7.45288 0.534 0.399 -0.779
N 4.94636 6.04402 5.47855 0.496 -0.711 0.755
H 6.02924 1.87476 5.80817 0.108 -0.175 -0.187
O 1.07998 -7.79962 6.69455 -1.779 -0.144 0.951
H -2.33754 5.45539 1.59268 0.807 0.273 -0.449
H -0.30298 4.52685 0.19027 0.168 0.027 -0.201
N -1.54408 8.11549 3.67186 -1.551 0.544 0.771
H 7.60872 -4.64542 2.25108 0.696 0.310 -0.269
H -3.96445 0.61948 0.03908 0.177 -0.758 0.267
H 4.58005 -0.43594 -2.50601 -0.339 0.046 -0.023
N 4.49502 -0.27415 7.38699 -0.460 -0.275 -1.446
C 5.35337 4.60200 0.25543 1.189 1.221 0.413
H 3.52938 4.49461 -5.68229 0.016 -0.777 -0.333
O 0.04818 -0.41191 7.55375 1.238 0.310 -0.105
H 7.70238 7.02920 -2.06104 -0.189 -0.173 0.002
H 0.53649 -6.33221 2.07620 -0.039 0.087 -0.121
H 10.21614 4.62859 0.81859 -0.128 0.829 0.111
H 5.68652 -0.51196 5.06031 0.050 -0.285 0.489
H 1.49643 0.77658 7.71095 -0.090 -0.599 0.219
O 6.49952 2.33038 3.74772 -1.195 -0.207 1.007
H 8.29009 -2.54297 3.53843 0.152 0.375 0.335
H 6.52063 4.16236 -4.85964 -0.157 0.587 0.238
N 11.04389 3.57498 -2.16496 0.204 -0.608 0.146
H -1.70087 0.02162 8.41094 -0.519 0.001 0.038
C 0.50436 -1.74147 10.50758 0.260 0.187 -0.498
C 3.86854 4.15435 -3.62630 0.927 0.559 -2.022
H 4.45944 6.39075 -5.98306 0.141 0.382 -0.016
H -1.47364 3.34075 9.35467 -0.337 -0.004 -0.198
O 7.66241 6.65238 4.16490 -1.982 1.584 1.269
H 6.47332 3.57786 5.38320 0.454 -0.132 0.427
H 1.71891 -9.72844 7.26540 0.485 0.479 -0.211
H 8.83686 -4.82561 -0.63656 -0.100 -0.176 0.269
C 5.98304 6.77763 -0.64958 1.054 0.674 0.326
H 3.01358 4.79025 -3.39661 -0.332 -0.209 0.535
C 3.44121 -2.50479 7.70160 0.787 -0.298 -0.027
H 7.69700 -5.10138 -2.88616 -0.395 0.364 0.389
C 4.41706 -1.45803 8.20404 0.499 1.132 2.255
H -1.92248 7.46178 4.34238 -0.232 0.344 0.873
H 9.17814 -6.37851 -1.40921 0.032 -0.008 0.013
H -1.12839 7.89653 1.71189 -0.581 -0.599 -0.692
H -4.07489 0.60891 5.09613 0.337 -0.435 0.598
C -0.41080 -0.62593 9.96206 0.724 -0.776 -0.184
H 7.29087 4.90707 3.16776 -0.180 -0.124 -0.324
H -0.66471 -1.51844 6.02318 0.079 -0.205 -0.399
C -1.63974 -3.92790 -4.95040 0.346 -0.129 0.252
C -4.43858 -2.68344 -2.25307 0.897 0.254 -0.193
H 8.57198 5.90708 2.43965 -0.335 0.477 -0.387
H 7.37578 -3.76024 4.43634 -0.208 -0.044 0.194
H 3.66625 7.39246 2.72684 -0.302 0.033 -0.007
N 5.66109 -4.17635 2.40114 -0.435 0.464 -0.193
O 3.69989 -3.69619 8.43957 -0.950 -0.256 -0.241
C -0.40998 -0.48054 6.23756 -0.800 -0.470 -0.662
C 7.31668 -3.02387 3.63486 0.340 0.959 -0.666
H 2.82044 -0.70567 4.88191 1.158 -0.386 0.376
H 0.60919 -0.67464 -2.02912 0.117 -0.204 0.446
N -2.44791 -3.52407 0.82201 -0.330 -1.424 -0.327
H 0.86548 7.30795 2.93344 -0.311 0.408 0.288
H 0.73666 -5.44672 5.60218 0.380 0.567 0.408
H -4.55860 4.79199 3.73601 -0.220 0.254 -0.408
H 8.87009 4.99894 3.83148 0.018 0.327 0.750
H 6.30701 9.40779 -1.15393 -0.583 0.176 0.186
H -4.94792 -1.28766 2.30800 -0.098 0.077 -0.813
H 6.85587 3.06380 -2.97508 0.559 -0.014 -0.423
H 2.55283 1.22719 -2.92462 -0.131 0.141 -0.062
O 3.52837 2.78719 -3.79408 0.074 1.019 -0.203
C -0.40195 3.10599 -2.74167 -0.398 -1.618 -1.834
N -0.56046 -6.57898 4.50464 -0.118 -0.768 0.661
H -0.56542 4.40676 -4.41280 0.037 0.139 -0.159
H -2.16056 0.10476 10.57480 -0.357 0.098 0.155
H 3.65504 -2.69343 6.64956 0.009 -0.006 -0.369
C 3.53480 -7.69062 3.97681 -1.432 -1.821 1.363
H 6.88542 -5.49206 5.93725 0.069 -0.296 -0.362
H 5.68725 -4.94317 3.05795 -0.267 -0.418 0.208
C 6.33695 7.25262 3.81199 1.148 -0.755 -1.553
H 0.01349 -6.37083 7.81894 0.472 0.042 0.302
H 6.34698 8.27337 4.19418 -0.142 -0.288 0.710
H 8.44327 0.29799 0.63934 0.415 0.267 0.363
O -6.42206 -2.69078 4.89541 0.042 -0.323 -1.142
C 8.24122 8.02313 -0.19561 -0.210 -0.617 -0.963
C -4.55259 -1.35470 4.22161 0.773 0.087 0.202
H -0.61518 8.32565 4.00811 -0.170 0.490 0.376
H 7.44576 -0.86648 5.16265 0.186 0.243 -0.226
H -0.03439 6.07046 3.88793 0.003 0.038 -0.070
H 5.30336 0.29687 7.58859 0.133 -0.206 0.279
N 2.40333 0.96708 0.49347 -0.871 0.221 0.262
C -7.62346 -2.96409 5.61623 1.019 1.077 0.256
H 0.93294 -8.79680 8.51812 -0.525 -0.141 0.046
H -4.49452 1.47713 -1.29258 -0.195 -0.061 -0.738
H 3.16968 -7.04665 1.97127 -0.262 -0.057 0.140
C 8.84045 -3.26619 -2.99806 -0.071 0.256 0.027
O 8.40521 2.26613 -1.75595 0.614 0.180 -0.531
C -2.56650 3.84915 -3.83804 0.088 0.420 0.508
H -7.41051 -2.71516 6.65585 -0.334 0.111 0.325
H 5.35969 -3.38598 2.95302 -1.662 -0.052 0.083
H -3.11020 2.91437 -3.70141 -0.121 -0.093 0.123
H 7.58267 -0.14855 2.17460 0.068 -0.374 -0.201
C 5.80695 -5.62941 6.01574 0.224 0.334 0.002
H 4.35503 1.35383 0.94750 0.305 0.162 0.161
H 8.90597 8.76172 -0.64357 0.160 -0.050 -0.069
H 1.57048 -1.60525 4.29870 -0.138 -0.663 -0.541
H -1.60101 -4.17910 -6.01036 -0.065 -0.337 0.008
H 1.44627 1.86874 5.37971 -0.356 0.052 0.303
C -0.27887 3.66973 -0.48268 0.245 -0.307 -0.323
C -1.24127 -4.82961 6.04200 -1.709 0.790 -0.174
H 8.80651 -0.61712 -2.76034 0.246 -0.310 -0.198
H -4.71802 -1.54556 -0.47971 0.244 0.122 0.585
O -1.55291 -2.50462 -4.83760 0.329 -0.055 0.464
H -1.32828 -1.71859 8.37302 -0.146 -0.214 -0.249
H 4.26634 -4.48360 1.10172 0.414 0.073 0.069
C 3.11903 2.11415 -2.64031 0.468 -0.409 0.811
H 5.66277 -6.14672 6.96427 -0.477 -0.181 0.027
H 4.64291 6.80653 6.06727 -0.456 0.394 -0.261
H 5.86807 5.87571 5.85570 0.362 -0.455 -0.072
H -1.36444 -0.63714 11.77273 0.179 -0.078 0.051
C -0.08373 -0.90465 -2.83848 0.551 -0.981 1.336
O 2.27487 -0.21512 3.05658 0.595 0.832 -2.178
H 3.74417 8.04509 4.38253 -0.485 0.044 0.012
H -6.63332 -0.62689 4.31559 -0.347 -0.313 -0.804
H -2.13793 -4.38504 1.24951 -0.852 -0.899 -0.069
H 5.10535 5.50374 3.47804 0.089 -0.136 -0.027
O -3.62568 -0.40733 -1.80971 1.088 1.801 0.670
H 0.81904 -1.41022 11.49719 0.538 0.035 -0.084
C 5.96861 2.66678 5.06177 0.216 0.917 -1.323
H -0.86317 -4.45751 -4.39856 0.819 0.294 -0.240
H -1.11714 -4.19875 6.92218 0.544 0.054 -0.087
C 6.44576 -1.29359 5.08733 0.277 -0.717 -0.398
H 0.30024 -7.08752 4.36082 -0.233 -0.491 -0.516
O -0.48774 -4.58818 2.52278 1.123 1.054 -1.685
O 5.33843 -6.33131 4.88852 1.097 -0.350 -0.863
H 1.61192 -5.00465 2.47776 -0.064 0.265 0.131
H 2.67726 3.39817 7.73211 0.826 -0.368 0.301
H 8.85816 7.17501 0.10135 -0.131 0.011 0.381
H 4.06146 0.71912 3.43020 0.362 -0.191 0.207
H -0.49724 -3.11789 0.05741 -0.270 -0.478 -0.454
H 1.68202 -7.86319 5.04893 0.870 0.127 0.594
C 8.76097 3.56338 -1.30138 -0.373 -0.197 1.132
H -5.37142 -3.85992 -0.72550 0.114 0.021 0.136
H -2.98850 4.34596 -4.71166 -0.031 0.076 0.012
H 9.29213 -5.00615 -4.69524 0.026 -0.665 -0.534
C 4.36758 4.68855 -5.01302 -0.171 -1.725 -0.069
H 0.43456 -2.71296 2.35499 0.229 0.052 -0.183
H -0.24473 0.09417 -3.24413 -0.498 -0.354 -0.711
H 0.60558 4.36924 7.48809 0.493 0.319 -0.068
H 4.94743 3.02590 4.93397 -0.117 -0.517 -0.172
H 9.98023 0.76140 2.50007 0.714 -0.235 0.161
H 5.41533 -1.89156 8.26413 -0.033 -0.433 -0.166
H 6.32135 2.18757 -1.61975 -0.049 0.049 0.655
H -4.46331 -2.47322 -3.32232 -0.345 -0.229 -0.212
C -1.31239 7.23380 2.55750 0.971 -0.618 0.592
H 0.28226 -0.08546 5.49404 0.583 -0.243 0.471
H -0.87244 3.70360 10.91216 1.269 -0.187 0.086
H 0.74047 -2.89925 -3.24477 -0.014 0.070 0.130
H -1.11497 3.01570 -0.23515 -0.405 -0.017 -0.101
N 1.92494 -1.38508 -4.10442 0.575 -0.415 -0.572
H 6.57464 -1.98952 0.89096 -0.555 -0.141 0.553
C -1.09423 3.51757 -4.06959 -0.203 1.272 0.756
O 6.39691 5.50639 -0.18818 0.203 -1.359 -0.975
H 1.65337 0.64922 1.09067 -0.801 -0.071 -0.280
H -8.42026 -2.31910 5.24583 -0.328 -0.266 0.004
C 3.10955 2.72315 2.03326 0.155 0.619 0.788
H 4.94280 -0.24865 -0.80494 -0.073 0.167 0.410
C 2.73778 -4.73146 8.15651 0.853 0.627 0.156
C 8.41236 -1.17249 -1.90927 -0.335 -0.919 0.325
H -3.05489 -3.37636 -0.98761 0.236 -0.387 0.482
N -3.14382 -3.30317 -1.99101 0.443 1.398 -0.620
C -3.69226 0.79932 -1.00095 -0.870 -0.334 0.104
H 10.50990 5.60915 -0.73653 -0.047 0.495 0.578
H 4.71058 4.38039 -2.97210 -0.037 -0.474 0.790
C 3.53064 0.26588 2.59301 0.149 1.697 -0.949
H -7.86011 -4.02785 5.59387 0.089 0.175 -0.488
N -4.44601 -1.94761 2.88477 -1.020 0.435 0.348
H -1.45233 2.94441 -5.94052 -0.028 -0.141 -0.216
C 7.19726 7.60934 -1.28880 -0.135 0.831 1.077
N 6.70545 8.88745 -1.92243 -0.722 -1.098 0.627
H 3.56713 -6.61575 5.75597 -0.465 -0.086 0.169
C -0.90967 -0.72154 8.51005 -0.379 -0.117 0.853
C 9.35153 -5.30409 -1.46978 -1.328 1.010 0.138
H 3.68609 0.27329 7.64396 -0.146 0.696 -0.262
H 0.27524 -2.69970 -5.76145 0.276 -0.555 0.176
H -2.72850 4.46854 -2.95587 -0.036 0.139 0.003
C 3.73802 -3.83349 -0.76054 -0.490 2.271 1.300
H 8.22461 -2.27677 0.97051 0.426 -0.257 0.835
H -0.13056 -1.10722 -5.55515 -0.815 0.493 0.320
H -0.20090 2.86220 7.43576 -0.342 -0.452 -0.264
C -3.89582 0.01464 4.20009 -0.413 0.490 0.434
C -3.60543 4.31170 3.51494 -0.063 0.900 0.937
H 0.59687 2.72256 -2.95010 0.041 -0.289 -0.200
H -3.03742 -3.08165 1.51255 -0.322 0.186 0.238
H -1.20809 -2.76490 2.98481 -0.121 0.193 0.052
H 1.86187 -4.50035 -1.75314 0.035 -0.053 0.684
H 3.85292 6.52817 -4.48391 -0.117 0.478 0.007
H 2.28176 3.44185 5.56657 -0.436 0.106 -0.551
C 8.39990 1.86859 2.31941 -0.320 -1.262 -1.802
C 0.69559 -5.26172 1.94641 -0.872 0.442 0.244
C 0.02568 6.61318 2.94456 0.289 -1.600 -1.917
H 2.39605 -2.20126 7.76183 -0.217 0.204 0.257
H -5.08228 -4.76026 -2.20528 0.099 0.297 -0.179
H -3.51967 3.60438 4.33982 0.671 0.082 0.069
H 4.81689 -7.30190 2.40765 0.314 -0.007 -0.259
H 2.96482 6.41671 4.08337 -0.254 0.413 -0.077
H 1.34613 -1.97628 9.85612 0.228 0.354 0.215
H -2.82660 -0.08537 4.01334 -0.097 0.191 -0.105
O 6.27388 -2.03602 3.89675 1.149 -0.825 -1.086
H 2.12344 -2.56345 0.03599 -0.310 0.060 -0.530
H -0.94409 -1.38862 -2.37625 -0.355 0.645 -0.153
H 1.86841 -8.76835 3.77722 -0.213 -0.100 -0.453
N 9.83253 1.71491 2.20159 1.038 0.269 1.610
H 7.08389 1.25094 -2.84507 -0.090 0.279 -0.491
H 6.91384 1.00577 1.03895 -0.444 -0.350 -0.120
H -5.96291 -0.95862 5.82596 0.468 0.219 0.373
C 3.81819 -7.72088 2.53071 1.712 0.775 -1.245
H 1.79256 -4.56653 8.67366 -0.044 0.061 0.293
H 0.60904 3.05519 -0.33424 0.313 0.077 0.263
H 2.62994 0.15688 -0.06540 0.458 -0.182 -0.138
H 8.16555 2.67894 1.62912 -0.404 0.887 0.941
H 2.43954 -1.07150 -3.29389 -0.021 -0.387 0.404
H 0.06319 0.34913 10.07471 0.580 0.100 -0.146
H 6.38024 7.40328 2.73332 0.005 -0.004 -0.429
H 11.77402 4.60297 0.01429 -0.007 0.163 -0.069
C 3.95141 -6.49970 4.74258 -0.215 1.430 1.586
H -5.61113 -0.79850 -1.75296 -0.404 -0.239 -0.466
H -2.47375 -2.60036 -2.26884 0.639 -0.087 -0.160
C -0.20704 -2.05666 -5.02524 0.449 -0.801 -0.365
C 2.17107 2.43369 5.96588 0.375 1.233 -0.681
H 2.01602 1.47722 9.05947 0.017 -0.111 0.358
O 0.57086 3.29419 9.25854 -0.203 0.218 2.229
C 0.68061 3.34608 7.85635 -1.578 -0.564 -0.099
H 0.28609 5.92842 2.13747 0.341 -0.623 0.121
O 7.95744 -2.51117 -2.20233 -0.365 0.736 0.623
C 3.16526 -2.42369 -0.25241 0.512 -0.472 -1.023
C 4.57282 -0.95536 -1.54776 0.478 -0.058 -0.265
H -6.36724 -3.52057 -2.12891 -0.384 -0.358 0.087
C -0.08796 -6.92792 6.88757 0.195 0.958 -0.188
C -1.54350 -1.35144 0.58630 0.728 0.110 0.862
H 2.68529 3.48391 1.37801 0.226 -0.342 -0.630
N 2.08246 -7.84343 4.12191 -0.639 -0.070 -0.847
C 3.72875 7.13426 3.78398 1.423 -0.230 -0.525
N -1.57699 -0.69183 10.78686 -1.491 0.304 0.201
H 3.98378 1.76705 -2.07478 0.310 -0.126 0.087
H 3.90879 -8.53536 4.55530 1.082 -0.278 -0.455
H 6.38266 -2.01771 5.89959 -0.491 0.372 0.570
H -2.30565 -1.07470 1.31475 0.060 0.282 0.214
H 0.84073 -5.02990 0.89128 -0.150 0.072 0.024
H 7.58114 -0.57692 -1.53185 -0.215 -0.319 0.032
C 3.40103 1.34661 1.47470 -0.314 -0.361 -0.042
H 4.66046 4.27515 -0.51990 -0.002 0.189 -0.151
C 10.70223 4.70833 -0.15376 0.346 1.108 1.442
```
Positions in Å, forces in eV/Å.